6 unconnected molecules or ions with the total composition C24H34N6. Source: the Open Molecules 2025 dataset; level of theory: the ωB97M-V functional and the def2-TZVPD basis.

The geometry in XYZ format:
```
64
Properties=species:S:1:pos:R:3:mulliken_spin:R:1
C 15.010 12.873 -4.975 0.00
C 14.027 11.667 -4.652 0.00
C 12.966 11.904 -3.489 0.00
C 11.993 13.013 -3.667 0.00
N 11.207 13.845 -3.833 0.00
H 15.625 13.118 -4.109 0.00
H 14.424 13.718 -5.337 0.00
H 15.676 12.635 -5.805 0.00
H 14.623 10.807 -4.346 0.00
H 13.497 11.466 -5.583 0.00
H 13.494 12.039 -2.544 0.00
H 12.279 11.062 -3.398 0.00
C 9.861 17.066 1.636 0.00
C 9.466 18.392 0.870 0.00
C 10.078 18.509 -0.552 0.01
C 11.526 18.639 -0.597 0.00
N 12.674 18.760 -0.607 0.00
H 9.949 16.217 0.958 0.00
H 9.186 16.804 2.450 0.00
H 10.899 17.077 1.969 0.00
H 9.724 19.284 1.440 0.00
H 8.392 18.499 0.719 0.00
H 9.676 19.346 -1.123 0.00
H 9.842 17.661 -1.195 0.00
N 5.278 23.582 -5.282 0.00
C 5.836 22.958 -6.345 0.00
C 7.000 22.321 -5.843 0.00
C 7.127 22.648 -4.511 0.00
C 5.988 23.380 -4.118 0.00
H 4.408 24.095 -5.257 0.00
H 5.359 23.014 -7.313 0.00
H 7.697 21.735 -6.423 0.00
H 8.003 22.372 -3.943 0.00
H 5.727 23.844 -3.178 0.00
N 10.204 17.099 -4.212 -0.07
C 10.503 18.400 -3.869 0.32
C 9.355 19.155 -4.111 0.11
C 8.398 18.307 -4.713 0.13
C 9.002 17.054 -4.874 0.29
H 10.802 16.286 -4.154 0.00
H 11.442 18.625 -3.386 0.03
H 9.291 20.207 -3.872 0.02
H 7.384 18.519 -5.020 0.02
H 8.690 16.120 -5.316 0.06
N 4.513 19.146 -7.396 0.00
C 3.632 20.097 -7.715 0.00
C 2.735 19.498 -8.669 0.00
C 3.201 18.220 -8.950 0.00
C 4.276 18.013 -8.160 0.00
H 5.235 19.260 -6.700 0.00
H 3.709 21.035 -7.185 0.00
H 1.858 19.939 -9.118 0.00
H 2.867 17.447 -9.627 0.00
H 4.778 17.079 -7.951 0.00
N 7.752 16.003 -8.434 -0.01
C 8.994 15.676 -8.034 0.04
C 8.913 14.500 -7.251 0.02
C 7.612 13.995 -7.386 0.00
C 6.916 14.947 -8.101 0.05
H 7.572 16.815 -9.006 0.00
H 9.815 16.346 -8.242 0.00
H 9.681 14.035 -6.651 0.00
H 7.250 13.057 -6.992 0.00
H 5.885 15.106 -8.380 0.00
```

Summary:
expectation value of S²	0.76
LUMO (spin up / spin down)	-2.69 / -7.11	eV
HOMO energy (spin up / spin down)	-10.091 / -10.091	eV
net charge	+1
multiplicity	2
Kohn-Sham gap (spin up / spin down)	7.401 / 2.982	eV
calculated total energy	-1263.0749	hartree